This record from the OMol25 dataset describes the molecule CH4N2O2 in a non-equilibrium geometry. The level of theory is ωB97M-V/def2-TZVPD.

Positions of all 9 atoms, in Å:
N: -1.53 -0.37 0.31
N: -0.88 0.51 -0.43
O: 0.64 -0.07 -0.75
C: 1.59 0.27 0.13
O: 2.70 -0.16 0.14
H: -1.66 -1.32 0.09
H: -0.95 -0.61 1.12
H: -1.14 0.56 -1.34
H: 1.22 1.19 0.71

Energy relative to the best compared isomer or geometry (same formula, charge and spin), kcal/mol: 67.8
SMILES string: NNOC=O
Energy, Ha: -300.3796
Highest occupied orbital energy, hartree: -0.37647
F_max, eV Å⁻¹: 5.12

***

This record from the OMol25 dataset describes a structure of composition CH4N2O2S in a non-equilibrium geometry. The level of theory is ωB97M-V/def2-TZVPD.

Positions of all 10 atoms, in Å:
C: -0.36 -0.88 -0.11
N: -0.05 0.37 0.03
N: 0.73 1.00 -0.81
O: 1.96 -1.33 0.01
O: 3.07 0.70 0.78
S: 2.66 -0.11 -0.35
H: -0.12 -1.37 -1.04
H: -0.90 -1.39 0.66
H: -0.31 0.82 0.93
H: 0.92 1.96 -0.52

Energy relative to the best compared isomer or geometry (same formula, charge and spin), kcal/mol: 48.7
Energy, Ha: -698.5978
Highest occupied orbital energy, hartree: -0.32734
F_max, eV Å⁻¹: 1.46

***

This record from the OMol25 dataset describes the molecule CH4N2O2S in a non-equilibrium geometry. The level of theory is ωB97M-V/def2-TZVPD.

Positions of all 10 atoms, in Å:
C: -0.45 1.29 -0.68
N: 0.46 -1.33 1.89
N: 0.81 -0.95 0.80
O: 0.31 -1.40 -1.63
O: -1.27 0.16 -0.55
S: -0.52 -1.30 -0.49
H: -0.98 2.12 -1.11
H: 0.56 1.01 -1.33
H: 0.02 1.65 0.39
H: 1.07 -1.24 2.72

Energy relative to the best compared isomer or geometry (same formula, charge and spin), kcal/mol: 72.7
Energy, Ha: -698.5595
Highest occupied orbital energy, hartree: -0.32650
F_max, eV Å⁻¹: 4.95

***

This record from the OMol25 dataset describes the molecule CH4N2O2S in a non-equilibrium geometry. The level of theory is ωB97M-V/def2-TZVPD.

Positions of all 10 atoms, in Å:
O: -1.44 0.23 -1.12
C: -0.53 0.01 -0.30
N: -0.74 0.53 0.99
O: 0.37 0.54 1.87
N: 0.59 -0.72 -0.46
S: 1.37 -0.71 -2.04
H: -1.21 1.47 1.01
H: 0.22 -0.26 2.44
H: 1.24 -0.66 0.25
H: 0.13 -0.43 -2.65

Energy relative to the best compared isomer or geometry (same formula, charge and spin), kcal/mol: 35.5
SMILES string: O=C(NO)NS
Energy, Ha: -698.6187
Highest occupied orbital energy, hartree: -0.33082
F_max, eV Å⁻¹: 2.85

***

This record from the OMol25 dataset describes a cluster of 2 separate species, CH4N2O2S in total in a non-equilibrium geometry. The level of theory is ωB97M-V/def2-TZVPD.

Positions of all 10 atoms, in Å:
C: 1.07 -0.13 0.08
N: 1.11 -1.46 -0.10
N: -0.75 0.53 -0.65
O: 1.83 0.75 0.39
O: -1.00 1.89 -0.26
S: -1.72 -0.47 0.30
H: 0.32 -2.05 -0.34
H: 1.87 -1.88 0.47
H: -0.29 2.30 -0.84
H: -2.45 0.54 0.97

Energy relative to the best compared isomer or geometry (same formula, charge and spin), kcal/mol: 85.3
Energy, Ha: -698.5395
Highest occupied orbital energy (alpha / beta), hartree: -0.27681 / -0.27677
F_max, eV Å⁻¹: 3.97

***

This record from the OMol25 dataset describes a structure of composition CH4N2O2S in a non-equilibrium geometry. The level of theory is ωB97M-V/def2-TZVPD.

Positions of all 10 atoms, in Å:
C: -0.12 -0.51 -1.18
N: 0.68 0.72 -0.98
N: -0.55 -1.14 0.07
O: 0.49 -0.79 0.96
O: 0.04 1.54 1.47
S: 1.10 0.70 0.52
H: -1.02 -0.42 -1.80
H: 0.56 -1.34 -1.54
H: -1.47 -0.78 0.18
H: 0.29 2.03 2.30

Energy relative to the best compared isomer or geometry (same formula, charge and spin), kcal/mol: 83.1
Energy, Ha: -698.3888
2S+1: 3
Highest occupied orbital energy (alpha / beta), hartree: -0.18891 / -0.36503
F_max, eV Å⁻¹: 7.93

***

This record from the OMol25 dataset describes a cluster of 2 separate species, CH4N2O3 in total in a non-equilibrium geometry. The level of theory is ωB97M-V/def2-TZVPD.

Positions of all 10 atoms, in Å:
C: -3.06 -0.16 -0.02
N: -2.23 -0.94 0.33
N: 0.31 0.59 -0.57
O: 0.52 1.75 0.18
O: 1.44 -0.26 -0.46
O: -3.78 0.72 -0.21
H: -0.44 0.06 -0.12
H: 0.67 1.54 1.11
H: -1.97 -1.87 0.07
H: 2.08 0.07 -1.11

Energy relative to the best compared isomer or geometry (same formula, charge and spin), kcal/mol: 105.5
Energy, Ha: -375.3921
2S+1: 3
Highest occupied orbital energy (alpha / beta), hartree: -0.18359 / -0.36381
F_max, eV Å⁻¹: 9.08

***

This record from the OMol25 dataset describes the molecule CH4N2O3S in a non-equilibrium geometry. The level of theory is ωB97M-V/def2-TZVPD.

Positions of all 11 atoms, in Å:
C: 0.77 0.12 -0.31
N: 2.07 0.34 -0.20
N: -0.11 -0.43 0.51
O: -2.34 0.01 1.39
O: -2.19 -1.49 -0.61
O: -1.95 0.91 -0.84
S: -1.94 -0.23 0.06
H: 0.20 0.75 -0.94
H: 2.58 0.61 -1.03
H: 2.66 0.22 0.53
H: 0.26 -0.81 1.43

Energy relative to the best compared isomer or geometry (same formula, charge and spin), kcal/mol: 20.5
Energy, Ha: -773.8932
Highest occupied orbital energy, hartree: -0.36566
F_max, eV Å⁻¹: 3.43

***

This record from the OMol25 dataset describes a structure of composition CH4N2ORb. The level of theory is ωB97M-V/def2-TZVPD.

Positions of all 9 atoms, in Å:
Rb: 1.50 -0.09 2.92
C: 0.04 0.31 -0.02
O: 0.62 1.13 0.70
N: 0.74 -0.46 -0.90
N: -1.30 0.12 0.02
H: 0.31 -1.20 -1.42
H: 1.70 -0.21 -1.08
H: -1.77 -0.42 -0.70
H: -1.84 0.83 0.48

Energy relative to the best compared isomer or geometry (same formula, charge and spin), kcal/mol: 4.0
Energy, Ha: -249.2007
Total charge: +1
Highest occupied orbital energy, hartree: -0.52183
F_max, eV Å⁻¹: 0.78

***

This record from the OMol25 dataset describes a cluster of 2 separate species, CH4N2OS in total in a non-equilibrium geometry. The level of theory is ωB97M-V/def2-TZVPD.

Positions of all 9 atoms, in Å:
C: -0.75 -0.29 -0.69
H: -0.74 -1.43 1.13
H: -1.70 -2.06 -0.05
H: 1.25 0.67 -1.24
H: 1.02 1.93 1.61
N: -1.14 -1.24 0.24
N: 0.04 0.78 -0.21
O: -1.04 -0.39 -1.89
S: 1.29 0.56 1.10

Energy relative to the best compared isomer or geometry (same formula, charge and spin), kcal/mol: 85.3
Energy, Ha: -623.3233
Highest occupied orbital energy, hartree: -0.35076
F_max, eV Å⁻¹: 6.51

***

This record from the OMol25 dataset describes a cluster of 2 separate species, CH4N2OS in total in a non-equilibrium geometry. The level of theory is ωB97M-V/def2-TZVPD.

Positions of all 9 atoms, in Å:
C: -1.50 0.92 0.16
N: 2.20 0.13 0.31
N: -2.08 -0.10 -0.01
O: 0.13 -0.96 -1.06
S: 0.75 0.47 -0.69
H: 1.73 -0.02 1.20
H: 2.67 1.00 0.46
H: -0.85 -1.01 -0.53
H: -3.05 -0.42 0.15

Energy relative to the best compared isomer or geometry (same formula, charge and spin), kcal/mol: 91.4
Energy, Ha: -623.3135
Highest occupied orbital energy, hartree: -0.30074
F_max, eV Å⁻¹: 2.92

***

This record from the OMol25 dataset describes the molecule CH4N2OS in a non-equilibrium geometry. The level of theory is ωB97M-V/def2-TZVPD.

Positions of all 9 atoms, in Å:
C: -0.51 0.50 2.00
N: -0.40 -0.18 0.93
O: 0.74 -0.60 0.39
S: 0.62 -1.34 -1.14
N: 0.25 -0.01 -2.07
H: 0.19 0.79 2.76
H: -1.45 0.68 2.39
H: 1.09 0.38 -2.62
H: -0.52 -0.22 -2.64

Energy relative to the best compared isomer or geometry (same formula, charge and spin), kcal/mol: 87.2
SMILES string: C=NOSN
Energy, Ha: -623.3203
Highest occupied orbital energy, hartree: -0.33239
F_max, eV Å⁻¹: 3.25

***

This record from the OMol25 dataset describes the molecule CH4N2OS in a non-equilibrium geometry. The level of theory is ωB97M-V/def2-TZVPD.

Positions of all 9 atoms, in Å:
C: 0.08 0.15 0.01
N: -0.91 1.16 -0.06
N: -0.37 -1.16 -0.07
O: 2.63 -0.64 -0.04
S: 1.68 0.48 -0.02
H: -1.68 1.28 0.56
H: -0.46 2.02 -0.03
H: -1.25 -1.43 -0.55
H: 0.27 -1.86 0.20

Energy relative to the best compared isomer or geometry (same formula, charge and spin), kcal/mol: 37.1
Energy, Ha: -623.4001
Highest occupied orbital energy, hartree: -0.29371
F_max, eV Å⁻¹: 3.09

***

This record from the OMol25 dataset describes the molecule CH4N2OS in a non-equilibrium geometry. The level of theory is ωB97M-V/def2-TZVPD.

Positions of all 9 atoms, in Å:
O: 1.04 -1.23 0.15
N: 1.41 0.01 -0.44
C: 0.54 0.89 -0.16
N: -0.71 0.65 0.35
S: -1.81 -0.48 -0.32
H: 1.74 -1.82 -0.18
H: 0.69 1.89 -0.64
H: -1.20 1.50 0.58
H: -1.71 -1.41 0.66

Energy relative to the best compared isomer or geometry (same formula, charge and spin), kcal/mol: 66.8
SMILES string: O/N=C\NS
Energy, Ha: -623.3527
Highest occupied orbital energy, hartree: -0.33171
F_max, eV Å⁻¹: 2.58

***

This record from the OMol25 dataset describes the molecule CH4N2OS in a non-equilibrium geometry. The level of theory is ωB97M-V/def2-TZVPD.

Positions of all 9 atoms, in Å:
O: -2.18 -0.47 -0.17
N: -0.77 -0.61 -0.09
C: -0.28 0.54 -0.13
N: 1.06 0.71 0.04
S: 2.05 -0.64 -0.23
H: -2.43 -1.39 0.02
H: -0.74 1.55 -0.28
H: 1.39 1.63 -0.17
H: 1.90 -1.31 1.01

Energy relative to the best compared isomer or geometry (same formula, charge and spin), kcal/mol: 68.2
SMILES string: O/N=C/NS
Energy, Ha: -623.3505
Highest occupied orbital energy, hartree: -0.32225
F_max, eV Å⁻¹: 2.52

***

This record from the OMol25 dataset describes the molecule CH4N2OS in a non-equilibrium geometry. The level of theory is ωB97M-V/def2-TZVPD.

Positions of all 9 atoms, in Å:
C: -1.84 0.57 -0.21
N: -0.94 0.18 0.54
N: 1.95 0.15 -1.21
O: 1.67 0.19 0.25
S: 0.64 1.34 0.56
H: -2.89 0.20 -0.23
H: -1.72 1.50 -0.78
H: 2.78 0.55 -1.47
H: 1.96 -0.80 -1.62

Energy relative to the best compared isomer or geometry (same formula, charge and spin), kcal/mol: 88.6
Energy, Ha: -623.1694
2S+1: 3
Highest occupied orbital energy (alpha / beta), hartree: -0.21345 / -0.32832
F_max, eV Å⁻¹: 3.92

***

This record from the OMol25 dataset describes a cluster of 2 separate species, CH4N2PS in total in a non-equilibrium geometry. The level of theory is ωB97M-V/def2-TZVPD.

Positions of all 9 atoms, in Å:
C: 0.67 -0.76 0.05
N: 1.03 0.36 0.55
N: -0.33 -0.93 -0.79
P: -0.74 2.49 0.06
S: -2.24 2.39 1.19
H: 1.13 -1.82 0.09
H: 1.97 0.31 0.99
H: -0.51 -1.82 -1.12
H: -0.99 -0.23 -1.02

Energy relative to the best compared isomer or geometry (same formula, charge and spin), kcal/mol: 33.7
Energy, Ha: -889.2556
Total charge: +1
Highest occupied orbital energy, hartree: -0.51249
F_max, eV Å⁻¹: 2.43

***

This record from the OMol25 dataset describes the molecule CH4N2S in a non-equilibrium geometry. The level of theory is ωB97M-V/def2-TZVPD.

Positions of all 8 atoms, in Å:
N: 0.74 1.27 -0.02
C: 0.32 -0.04 0.08
N: 1.29 -0.98 -0.15
S: -1.27 -0.17 -0.01
H: -0.30 1.81 0.22
H: 1.60 1.68 -0.26
H: 1.98 -0.82 0.74
H: 0.88 -1.83 0.13

Energy relative to the best compared isomer or geometry (same formula, charge and spin), kcal/mol: 35.3
SMILES string: NC(N)=S
Energy, Ha: -548.1556
Highest occupied orbital energy, hartree: -0.31305
F_max, eV Å⁻¹: 6.06

***

This record from the OMol25 dataset describes the molecule CH4N2S2 in a non-equilibrium geometry. The level of theory is ωB97M-V/def2-TZVPD.

Positions of all 9 atoms, in Å:
S: -0.41 -1.03 -2.39
N: 0.11 -1.16 -0.67
C: 0.14 -0.03 -0.07
N: 0.64 0.11 1.19
S: 0.02 1.48 2.14
H: -1.71 -1.55 -2.54
H: -0.03 0.97 -0.63
H: 0.46 -0.90 1.56
H: 1.35 1.73 2.34

Energy relative to the best compared isomer or geometry (same formula, charge and spin), kcal/mol: 47.3
SMILES string: S/N=C/NS
Energy, Ha: -946.3112
Highest occupied orbital energy, hartree: -0.32742
F_max, eV Å⁻¹: 3.36

***

This record from the OMol25 dataset describes the molecule CH4N2S3 in a non-equilibrium geometry. The level of theory is ωB97M-V/def2-TZVPD.

Positions of all 10 atoms, in Å:
N: -0.59 -0.30 0.19
N: 0.75 -0.50 0.02
S: 1.38 -2.07 -0.20
C: 1.43 0.66 0.11
S: 3.08 0.65 0.18
S: 0.44 2.00 -0.11
H: -0.78 -0.21 1.21
H: -1.16 -0.83 -0.38
H: 2.65 -1.49 0.31
H: 1.23 2.80 -0.89

Energy relative to the best compared isomer or geometry (same formula, charge and spin), kcal/mol: 41.9
SMILES string: NN(S)C(=S)S
Energy, Ha: -1344.4836
Highest occupied orbital energy, hartree: -0.31030
F_max, eV Å⁻¹: 3.20